C12H36N2O6P2 | ωB97M-V/def2-TZVPD

## Properties
HOMO-LUMO gap = 7.700 eV
Net charge = 0
Highest occupied orbital energy = -6.89 eV
SMILES string = OP(O)[PH4].COCCNCCOC.COCCNCCOC

```
58
Properties=species:S:1:pos:R:3:forces:R:3
O -0.799018 0.412759 -1.298233 0.018 -0.038 0.091
P -1.273103 2.005708 -1.289891 -0.037 -0.070 -0.016
O -0.378992 2.643306 -2.523384 -0.069 -0.067 -0.043
P -3.249086 1.758309 -2.540380 -0.095 0.123 0.129
H -0.791704 0.008137 -2.177547 -0.067 0.017 -0.044
H 0.527239 2.760994 -2.197018 0.042 0.004 0.095
H -3.149174 0.359412 -2.253521 0.023 -0.032 -0.105
H -2.649115 2.407044 -3.667619 0.153 -0.030 0.068
H -3.943831 2.573246 -1.600354 -0.042 -0.027 -0.079
H -4.468902 1.536415 -3.304033 0.025 0.001 0.013
C 6.152895 0.384625 0.786396 0.056 -0.031 0.022
O 5.787670 1.584752 1.432505 -0.053 0.016 -0.047
C 6.435832 2.752709 0.945327 0.037 0.019 -0.014
C 5.462999 3.660578 0.222951 0.019 0.017 -0.002
N 5.009889 3.058317 -1.019124 -0.054 -0.086 0.066
C 3.936541 3.764392 -1.702312 0.019 0.008 -0.042
C 2.607622 3.934545 -0.972621 0.028 0.056 0.047
O 1.888151 2.724383 -0.786609 0.138 0.132 -0.251
C 2.236591 1.951611 0.348415 -0.118 -0.038 0.055
H 5.741467 -0.433855 1.374489 -0.007 0.003 -0.013
H 5.759014 0.316733 -0.234312 0.005 0.028 -0.003
H 7.240825 0.271609 0.736503 -0.005 -0.009 0.026
H 7.262404 2.478636 0.282040 -0.019 0.024 -0.021
H 6.848064 3.286983 1.805042 0.006 -0.026 0.013
H 5.972984 4.602577 -0.005687 -0.022 0.002 -0.019
H 4.646546 3.895613 0.920106 0.010 -0.003 0.019
H 4.729265 2.102574 -0.844118 -0.028 0.007 -0.002
H 3.736621 3.238441 -2.639231 0.007 0.016 -0.005
H 4.298453 4.762597 -1.973039 0.001 -0.001 0.024
H 1.970181 4.573034 -1.590844 -0.024 -0.018 0.020
H 2.727050 4.442388 -0.009053 0.037 -0.033 0.010
H 2.522353 2.593934 1.185831 -0.017 0.001 -0.001
H 3.057588 1.259961 0.144172 0.018 0.023 -0.014
H 1.354649 1.374456 0.621725 0.004 -0.001 0.002
C -4.243199 -3.422788 3.835681 0.000 -0.025 0.058
O -3.024329 -3.486833 3.128259 -0.028 0.021 -0.058
C -2.787476 -4.711504 2.446016 -0.004 -0.046 -0.003
C -2.848996 -4.527711 0.944254 0.010 -0.020 0.001
N -4.202346 -4.229047 0.508565 0.005 0.097 0.069
C -4.341857 -3.860915 -0.892984 -0.027 -0.040 -0.028
C -3.606591 -2.620176 -1.391414 0.027 0.014 -0.039
O -4.111091 -1.398806 -0.883448 -0.088 -0.057 0.064
C -3.628546 -1.017172 0.391429 0.074 0.040 -0.030
H -4.206695 -2.529302 4.456562 -0.009 0.001 -0.012
H -5.113914 -3.355244 3.173245 0.012 -0.018 -0.018
H -4.377883 -4.296535 4.481873 0.017 0.015 0.016
H -3.511444 -5.468412 2.764639 -0.003 -0.001 -0.036
H -1.787170 -5.056030 2.720575 -0.003 0.012 0.026
H -2.521921 -5.459149 0.469312 -0.013 0.013 -0.024
H -2.119342 -3.752146 0.672710 0.013 -0.002 0.018
H -4.586348 -3.496782 1.090856 0.008 0.023 -0.025
H -5.405940 -3.718260 -1.095579 0.003 -0.014 -0.004
H -4.014949 -4.710258 -1.503754 0.016 0.005 0.012
H -3.746658 -2.570769 -2.474571 0.014 0.019 0.000
H -2.527146 -2.680386 -1.204850 -0.008 -0.019 0.038
H -2.593054 -1.335126 0.539753 0.001 0.016 -0.003
H -4.240949 -1.415468 1.205165 -0.001 -0.020 -0.006
H -3.662130 0.071895 0.441134 -0.005 -0.002 0.007
```
Positions in Å, forces in eV/Å.